[1]
A 2-piece molecular cluster, C10H16O overall in a non-equilibrium geometry. Source: the Open Molecules 2025 dataset; level of theory: ωB97M-V with the def2-TZVPD basis set.

Last column: Löwdin charge in e.
CARTESIAN COORDINATES (ANGSTROEM)
C: -1.05 0.32 2.29  -0.079
C: 0.18 -0.38 1.87  -0.260
C: 0.28 -1.80 2.09  -0.055
C: 1.41 -2.51 1.72  -0.046
C: 2.23 -1.90 0.81  -0.289
O: 3.16 -2.61 0.00  -0.020
C: 2.17 -0.55 0.39  -0.017
C: 1.21 0.20 1.00  -0.036
H: -1.77 0.55 1.41  0.081
H: -0.82 1.31 2.65  0.060
H: -1.44 -0.23 3.18  0.094
H: -0.53 -2.35 2.50  0.095
H: 1.41 -3.65 1.94  0.147
H: 2.82 -3.52 -0.18  0.114
H: 2.87 -0.23 -0.28  0.088
H: 1.21 1.29 1.13  0.117
C: -0.53 1.40 -3.09  -0.150
C: -0.92 2.06 -1.77  -0.270
C: -2.01 1.08 -1.06  -0.093
H: -1.54 1.07 -3.48  0.077
H: 0.11 0.50 -3.09  0.070
H: -0.01 2.02 -3.89  0.086
H: -0.30 2.51 -1.04  0.052
H: -1.64 2.99 -1.97  0.130
H: -1.54 0.27 -0.59  0.026
H: -2.80 1.57 -0.56  0.055
H: -2.16 0.56 -1.97  0.022

Its structure (SMILES) is Cc1ccc(O)cc1.CCC. The max |F| comes out at 4.73 eV Å⁻¹. The electronic energy comes out at -12674.2908 eV. Its orbital gap is 9.140 eV. Its multiplicity is 1. Its relative energy (zero: lowest compared OMol25 entry of this formula, charge and spin) is 331.3 kJ/mol.


[2]
A 2-piece molecular cluster, C10H16O overall in a non-equilibrium geometry. Source: the Open Molecules 2025 dataset; level of theory: ωB97M-V with the def2-TZVPD basis set.

Last column: Löwdin charge in e.
CARTESIAN COORDINATES (ANGSTROEM)
C: 2.92 -1.19 -2.45  -0.097
C: 2.01 -1.33 -1.17  -0.209
C: 1.66 -0.05 -0.45  -0.241
C: 0.94 -0.20 0.73  -0.035
C: 0.40 0.93 1.39  -0.039
C: 0.14 2.05 0.63  -0.334
O: -0.80 3.00 0.97  0.046
C: 0.77 2.18 -0.62  -0.018
C: 1.58 1.19 -1.12  -0.039
H: 3.61 -0.37 -2.29  0.066
H: 2.26 -1.29 -3.31  0.069
H: 3.59 -2.05 -2.51  0.061
H: 1.13 -1.83 -1.57  0.107
H: 2.50 -1.99 -0.46  0.102
H: 0.84 -1.18 1.17  0.114
H: -0.04 0.73 2.36  0.107
H: -1.09 2.74 1.86  0.107
H: 0.86 3.19 -1.00  0.119
H: 2.24 1.40 -1.94  0.101
C: -2.91 -0.20 1.70  -0.156
C: -3.42 -1.29 0.73  -0.155
H: -3.67 0.48 2.09  0.064
H: -2.47 -0.76 2.53  0.063
H: -2.18 0.48 1.27  0.027
H: -3.34 -2.32 1.06  0.057
H: -3.04 -1.14 -0.26  0.054
H: -4.51 -1.17 0.63  0.060

Its structure (SMILES) is CCc1ccc(O)cc1.CC. The max |F| comes out at 2.18 eV Å⁻¹. The electronic energy comes out at -12675.8362 eV. Its orbital gap is 9.202 eV. Its multiplicity is 1. Its relative energy (zero: lowest compared OMol25 entry of this formula, charge and spin) is 182.2 kJ/mol.


[3]
A 2-piece molecular cluster, C10H16O overall in a non-equilibrium geometry. Source: the Open Molecules 2025 dataset; level of theory: ωB97M-V with the def2-TZVPD basis set.

Last column: Löwdin charge in e.
CARTESIAN COORDINATES (ANGSTROEM)
C: -0.06 -0.31 2.60  -0.065
C: 0.24 0.59 1.45  -0.289
C: 1.18 0.23 0.49  -0.070
C: 1.34 0.98 -0.66  -0.010
C: 0.52 2.08 -0.89  -0.334
O: 0.74 2.80 -2.03  0.034
C: -0.45 2.42 0.03  -0.021
C: -0.61 1.66 1.18  -0.045
H: 0.61 -1.15 2.78  0.074
H: -1.08 -0.70 2.67  0.076
H: -0.01 0.25 3.55  0.080
H: 1.90 -0.53 0.77  0.110
H: 2.08 0.79 -1.42  0.120
H: -0.07 3.12 -2.44  0.109
H: -1.16 3.23 -0.12  0.114
H: -1.33 1.95 1.93  0.114
C: -1.90 -3.28 -0.12  -0.127
C: -0.96 -2.48 -1.02  -0.298
C: 0.50 -2.89 -0.84  -0.107
H: -2.94 -3.26 -0.40  0.058
H: -1.62 -4.33 -0.10  0.065
H: -1.82 -2.97 0.93  0.066
H: -1.29 -2.55 -2.06  0.095
H: -1.09 -1.43 -0.79  0.084
H: 0.59 -3.63 -0.05  0.069
H: 0.97 -3.36 -1.71  0.070
H: 1.14 -2.06 -0.57  0.026

Its structure (SMILES) is Cc1ccc(O)cc1.CCC. The max |F| comes out at 1.95 eV Å⁻¹. The electronic energy comes out at -12676.6429 eV. Its orbital gap is 9.388 eV. Its multiplicity is 1. Its relative energy (zero: lowest compared OMol25 entry of this formula, charge and spin) is 104.4 kJ/mol.


[4]
A 2-piece molecular cluster, C10H16O overall in a non-equilibrium geometry. Source: the Open Molecules 2025 dataset; level of theory: ωB97M-V with the def2-TZVPD basis set.

Last column: Löwdin charge in e.
CARTESIAN COORDINATES (ANGSTROEM)
C: 0.72 2.09 0.95  -0.063
C: -0.42 1.15 1.17  -0.287
C: -0.03 -0.14 1.50  -0.079
C: -0.87 -1.25 1.48  -0.015
C: -2.19 -0.95 1.18  -0.319
O: -3.22 -1.86 1.24  0.029
C: -2.66 0.31 0.79  -0.010
C: -1.75 1.37 0.79  -0.029
H: 0.43 3.08 0.58  0.081
H: 1.29 1.84 0.06  0.024
H: 1.29 2.17 1.88  0.088
H: 1.00 -0.38 1.75  0.119
H: -0.45 -2.22 1.68  0.111
H: -2.98 -2.78 1.24  0.098
H: -3.72 0.51 0.65  0.115
H: -2.01 2.36 0.44  0.108
C: 2.58 -1.14 -3.49  -0.128
C: 3.33 -0.31 -2.47  -0.312
C: 2.60 0.75 -1.54  -0.125
H: 2.42 -0.59 -4.40  0.066
H: 3.17 -2.04 -3.73  0.070
H: 1.71 -1.61 -3.00  0.070
H: 3.91 0.42 -3.08  0.100
H: 3.92 -0.85 -1.75  0.089
H: 1.91 0.19 -0.90  0.052
H: 2.00 1.48 -2.05  0.070
H: 3.49 1.09 -1.00  0.076

Its structure (SMILES) is Cc1ccc(O)cc1.CCC. The max |F| comes out at 2.98 eV Å⁻¹. The electronic energy comes out at -12675.8563 eV. Its orbital gap is 9.117 eV. Its multiplicity is 1. Its relative energy (zero: lowest compared OMol25 entry of this formula, charge and spin) is 180.3 kJ/mol.


[5]
A 2-piece molecular cluster, C10H16O overall in a non-equilibrium geometry. Source: the Open Molecules 2025 dataset; level of theory: ωB97M-V with the def2-TZVPD basis set.

Last column: Löwdin charge in e.
CARTESIAN COORDINATES (ANGSTROEM)
C: -0.31 1.67 1.47  -0.084
C: -0.91 0.74 0.44  -0.220
C: -0.27 0.91 -0.93  -0.246
C: -0.96 1.42 -2.01  -0.032
C: -0.26 1.79 -3.16  -0.027
C: 1.11 1.74 -3.20  -0.329
O: 1.82 2.24 -4.28  0.021
C: 1.82 1.20 -2.12  -0.005
C: 1.09 0.67 -1.07  -0.047
H: -0.76 2.65 1.40  0.072
H: 0.77 1.68 1.35  0.068
H: -0.47 1.31 2.49  0.072
H: -0.83 -0.31 0.71  0.074
H: -2.00 0.71 0.39  0.112
H: -2.03 1.50 -1.95  0.106
H: -0.84 2.21 -3.98  0.115
H: 1.33 2.01 -5.09  0.112
H: 2.89 1.08 -2.13  0.116
H: 1.63 0.12 -0.29  0.118
C: -0.60 -2.92 2.04  -0.161
C: -0.17 -3.41 3.43  -0.172
H: 0.29 -2.69 1.43  0.061
H: -1.16 -3.69 1.55  0.059
H: -1.09 -1.95 2.12  0.044
H: -0.12 -4.50 3.42  0.059
H: 0.84 -3.13 3.73  0.059
H: -0.80 -3.06 4.24  0.057

Its structure (SMILES) is CCc1ccc(O)cc1.CC. The max |F| comes out at 1.56 eV Å⁻¹. The electronic energy comes out at -12676.4503 eV. Its orbital gap is 9.363 eV. Its multiplicity is 1. Its relative energy (zero: lowest compared OMol25 entry of this formula, charge and spin) is 123.0 kJ/mol.


[6]
A 2-piece molecular cluster, C10H16OS overall in a non-equilibrium geometry. Source: the Open Molecules 2025 dataset; level of theory: ωB97M-V with the def2-TZVPD basis set.

Last column: Löwdin charge in e.
CARTESIAN COORDINATES (ANGSTROEM)
C: -0.95 -3.76 -0.18  -0.121
C: 0.26 -3.40 0.70  -0.196
C: 1.00 -2.23 0.05  -0.259
C: 2.16 -2.48 -0.67  -0.041
C: 2.93 -1.41 -1.17  -0.009
C: 2.48 -0.12 -0.89  -0.342
O: 3.21 0.95 -1.33  0.016
C: 1.22 0.14 -0.37  -0.005
C: 0.49 -0.94 0.14  -0.022
H: -0.99 -3.57 -1.26  0.072
H: -1.95 -3.32 0.06  0.076
H: -1.01 -4.85 -0.15  0.062
H: -0.06 -3.32 1.76  0.117
H: 0.91 -4.27 0.73  0.092
H: 2.43 -3.52 -0.85  0.116
H: 3.94 -1.65 -1.43  0.108
H: 3.41 0.96 -2.28  0.111
H: 0.98 1.18 -0.32  0.100
H: -0.49 -0.71 0.51  0.112
C: -2.11 4.35 -0.66  -0.470
S: -1.51 3.33 0.66  0.696
C: -2.39 3.70 2.24  -0.396
H: -1.26 4.77 -1.25  0.039
H: -2.65 3.79 -1.46  0.043
H: -2.55 5.19 -0.13  0.021
H: -2.00 3.04 3.01  0.025
H: -3.43 3.43 2.12  0.025
H: -2.05 4.73 2.44  0.032

Its structure (SMILES) is CCc1ccc(O)cc1.CSC. The max |F| comes out at 2.45 eV Å⁻¹. The electronic energy comes out at -23510.7223 eV. Its orbital gap is 9.263 eV. Its multiplicity is 1. Its relative energy (zero: lowest compared OMol25 entry of this formula, charge and spin) is 157.3 kJ/mol.


[7]
One molecule with the formula C10H16SSi in a non-equilibrium geometry. Source: the Open Molecules 2025 dataset; level of theory: ωB97M-V with the def2-TZVPD basis set.

Last column: Löwdin charge in e.
CARTESIAN COORDINATES (ANGSTROEM)
C: -3.35 -1.02 1.69  0.035
C: -2.76 -0.89 0.48  -0.228
C: -1.50 -0.17 0.13  -0.626
C: -1.60 0.80 -1.02  -0.270
C: -0.47 1.94 -1.26  -0.244
C: 0.87 1.30 -1.58  -0.302
Si: 1.24 -0.08 -0.33  0.384
C: 2.91 -0.90 -0.56  -0.256
C: 3.21 -2.15 -0.77  -0.054
C: 1.36 0.63 1.40  -0.247
C: 0.96 -0.14 2.41  -0.069
S: -0.38 -1.50 -0.64  0.720
H: -4.21 -1.51 1.98  0.023
H: -3.01 -0.19 2.36  0.077
H: -3.05 -1.46 -0.38  0.085
H: -0.96 0.27 0.97  0.059
H: -2.55 1.45 -1.07  0.129
H: -1.64 0.19 -1.94  0.086
H: -0.75 2.69 -2.03  0.103
H: -0.30 2.57 -0.29  0.131
H: 0.87 0.83 -2.55  0.073
H: 1.60 2.10 -1.53  0.068
H: 3.64 -0.18 -0.65  0.030
H: 4.22 -2.45 -1.03  0.059
H: 2.43 -2.87 -0.71  0.035
H: 1.93 1.60 1.39  0.086
H: 1.03 0.17 3.39  0.026
H: 0.27 -1.04 2.15  0.088

Its structure (SMILES) is C=C[C@@H]1CCC[Si](C=C)(C=C)S1. The max |F| comes out at 4.75 eV Å⁻¹. The electronic energy comes out at -29340.0891 eV. Its orbital gap is 9.673 eV. Its multiplicity is 1. Its relative energy (zero: lowest compared OMol25 entry of this formula, charge and spin) is 299.4 kJ/mol.


[8]
C10H17BBr21S as an isolated structure in a non-equilibrium geometry. Source: the Open Molecules 2025 dataset; level of theory: ωB97M-V with the def2-TZVPD basis set.

Last column: Löwdin charge in e.
CARTESIAN COORDINATES (ANGSTROEM)
B: 1.71 -0.36 -0.65  -0.780
C: 0.25 0.41 -0.59  -0.575
S: -1.09 -0.87 -0.54  0.749
C: -2.62 -0.24 -1.35  -0.559
C: -3.69 0.05 -0.20  -0.195
H: 2.18 -0.15 -1.73  -0.030
H: 2.42 0.13 0.22  -0.109
H: 1.63 -1.56 -0.52  -0.038
H: 0.12 1.01 -1.52  0.044
H: 0.21 1.03 0.34  0.022
H: -2.50 0.71 -1.91  0.068
H: -3.05 -1.01 -2.04  0.016
H: -3.32 0.90 0.42  0.019
H: -4.67 0.25 -0.69  0.058
H: -3.70 -0.87 0.43  0.054
C: -2.69 3.54 2.94  -1.614
Br: -1.75 1.85 3.01  0.580
Br: -1.93 4.84 4.15  0.544
Br: -2.80 4.21 1.13  0.567
H: -3.70 3.35 3.28  -0.056
C: 4.98 -3.59 -0.40  -1.635
Br: 3.37 -3.56 -1.46  0.621
Br: 5.47 -1.84 0.26  0.586
Br: 4.87 -4.89 1.04  0.517
H: 5.79 -3.92 -1.05  -0.120
C: -6.64 4.46 0.09  -1.627
Br: -7.46 6.10 0.70  0.553
Br: -6.39 3.19 1.53  0.558
Br: -7.61 3.67 -1.39  0.561
H: -5.65 4.71 -0.28  -0.054
C: 3.97 3.20 -1.45  -1.557
Br: 2.70 4.60 -1.90  0.486
Br: 5.48 3.91 -0.45  0.469
Br: 3.10 1.69 -0.54  0.754
H: 4.36 2.82 -2.38  -0.038
C: 8.12 -6.53 -0.88  -1.598
Br: 6.51 -6.50 -1.95  0.592
Br: 8.59 -4.77 -0.24  0.582
Br: 8.00 -7.82 0.56  0.554
H: 8.93 -6.86 -1.53  -0.034
C: -1.80 -1.39 -5.36  -1.617
Br: -0.21 -1.08 -4.30  0.618
Br: -2.96 -2.72 -4.55  0.559
Br: -2.75 0.25 -5.73  0.539
H: -1.47 -1.80 -6.31  -0.039
C: -2.51 0.25 6.85  -1.616
Br: -3.16 -0.84 5.39  0.554
Br: -0.62 0.01 7.14  0.566
Br: -2.98 2.11 6.62  0.537
H: -3.02 -0.09 7.75  -0.036

The max |F| comes out at 2.53 eV Å⁻¹. The electronic energy comes out at -1493046.7127 eV. Its charge is -1. Its orbital gap is 5.840 eV. Its multiplicity is 1.